Formula: C32H36N2O4
Source: the OMol25 dataset
Level of theory: the ωB97M-V functional and the def2-TZVPD basis

Geometry (Å):
C: -3.522 -6.745 -3.496
N: -2.187 -6.195 -3.339
C: -1.354 -6.447 -4.503
C: -1.956 -5.097 -2.508
C: -1.828 -5.269 -1.102
C: -1.553 -4.183 -0.297
C: -1.471 -2.869 -0.835
C: -1.293 -1.754 0.031
C: -1.020 -0.467 -0.396
C: -1.036 0.585 0.520
C: -1.236 1.951 0.144
C: -1.582 2.926 1.110
C: -1.963 4.196 0.738
C: -2.041 4.537 -0.638
N: -2.541 5.783 -1.041
C: -1.649 6.927 -1.126
C: -3.638 5.874 -1.997
C: -1.593 3.606 -1.602
C: -1.139 2.360 -1.206
C: -1.631 -2.711 -2.236
C: -1.851 -3.800 -3.056
H: -4.115 -6.595 -2.587
H: -4.039 -6.281 -4.355
H: -3.429 -7.817 -3.710
H: -0.306 -6.192 -4.296
H: -1.440 -7.518 -4.731
H: -1.705 -5.871 -5.375
H: -1.914 -6.276 -0.690
H: -1.407 -4.316 0.776
H: -1.414 -1.918 1.105
H: -0.778 -0.285 -1.447
H: -1.255 0.331 1.559
H: -1.553 2.645 2.160
H: -2.285 4.931 1.477
H: -0.870 6.856 -0.358
H: -1.176 6.985 -2.122
H: -2.249 7.832 -0.972
H: -4.372 5.082 -1.807
H: -4.116 6.853 -1.859
H: -3.277 5.799 -3.037
H: -1.621 3.875 -2.661
H: -0.732 1.671 -1.946
H: -1.613 -1.708 -2.656
H: -1.979 -3.665 -4.131
C: 3.068 -1.382 3.140
C: 1.672 -1.669 2.615
C: 1.155 -3.060 2.985
O: 0.709 -0.737 3.157
C: 0.778 0.564 2.716
O: 0.210 1.433 3.356
C: 1.418 0.790 1.442
C: 1.899 2.130 1.100
C: 3.303 2.298 1.687
C: 4.412 1.912 0.940
C: 5.684 1.948 1.518
C: 5.832 2.351 2.851
C: 4.708 2.712 3.603
C: 3.440 2.692 3.017
C: 1.907 -0.323 0.665
O: 2.448 -0.205 -0.421
O: 1.640 -1.582 1.176
H: 3.407 -0.371 2.871
H: 3.061 -1.488 4.233
H: 3.757 -2.122 2.712
H: 0.119 -3.159 2.646
H: 1.771 -3.823 2.497
H: 1.190 -3.178 4.074
H: 1.923 2.223 0.005
H: 1.221 2.879 1.527
H: 4.263 1.549 -0.078
H: 6.550 1.659 0.922
H: 6.824 2.365 3.308
H: 4.810 3.014 4.647
H: 2.544 2.947 3.589

Summary:
ΔE to the lowest compared entry with this formula, charge and spin ... 0.00 kcal/mol
2S+1 ... 1
E_LUMO ... -0.062 Eh
HOMO-LUMO gap ... 5.5 eV
Charge ... 0
Max |F| ... 1.9 eV Å⁻¹

Atom charges from the Löwdin analysis, given in e for atoms 1 to 8: atom 1 (C): -0.08, atom 2 (N): -0.25, atom 3 (C): -0.08, atom 4 (C): -0.24, atom 5 (C): 0.00, atom 6 (C): -0.02, atom 7 (C): -0.21, atom 8 (C): 0.01


Formula: C32H36N3S4Zr
Source: the OMol25 dataset
Level of theory: the ωB97M-V functional and the def2-TZVPD basis

Geometry (Å):
Zr: -0.495 -0.018 0.503
C: 0.547 -1.795 3.856
C: -0.695 -1.122 4.405
S: -1.872 -0.820 3.064
C: -2.932 0.456 3.792
C: -3.667 1.221 2.705
S: -2.585 1.981 1.467
C: -1.768 3.260 2.460
C: -0.437 3.655 1.849
S: 0.722 2.286 1.575
C: 1.100 1.793 3.285
C: 2.015 0.578 3.304
S: 1.372 -0.925 2.494
H: 0.318 -2.785 3.457
H: 1.291 -1.935 4.640
H: -0.458 -0.172 4.884
H: -1.167 -1.767 5.146
H: -2.313 1.112 4.403
H: -3.652 -0.035 4.447
H: -4.275 2.013 3.144
H: -4.343 0.572 2.147
H: -1.646 2.905 3.482
H: -2.426 4.129 2.481
H: 0.079 4.376 2.484
H: -0.564 4.125 0.873
H: 0.168 1.603 3.816
H: 1.609 2.637 3.753
H: 2.244 0.299 4.334
H: 2.966 0.794 2.818
N: -3.135 -1.213 -1.385
C: -2.755 0.064 -1.759
C: -3.509 0.708 -2.747
C: -3.152 1.971 -3.142
C: -2.038 2.593 -2.560
C: -1.357 1.911 -1.601
N: -1.712 0.663 -1.176
C: -2.441 -2.229 -0.760
C: -2.923 -3.535 -0.917
C: -2.235 -4.580 -0.361
C: -1.050 -4.328 0.348
C: -0.652 -3.036 0.489
N: -1.345 -1.973 -0.028
H: -3.960 -1.537 -1.869
H: -4.350 0.200 -3.199
H: -3.720 2.476 -3.913
H: -1.714 3.575 -2.868
H: -0.466 2.334 -1.145
H: -3.819 -3.708 -1.499
H: -2.591 -5.593 -0.491
H: -0.458 -5.131 0.763
H: 0.278 -2.800 0.994
C: 6.245 0.209 -2.241
C: 6.017 0.933 -1.077
C: 4.766 0.901 -0.492
C: 3.716 0.177 -1.078
C: 3.965 -0.555 -2.250
C: 5.224 -0.541 -2.817
C: 2.432 0.216 -0.405
C: 1.174 -0.095 -0.843
C: 0.900 -0.420 -2.276
C: 0.504 -1.691 -2.689
C: 0.244 -1.952 -4.030
C: 0.363 -0.940 -4.972
C: 0.763 0.330 -4.570
C: 1.028 0.588 -3.235
H: 7.226 0.221 -2.696
H: 6.816 1.506 -0.628
H: 4.588 1.455 0.424
H: 3.182 -1.146 -2.703
H: 5.418 -1.117 -3.712
H: 2.537 0.585 0.614
H: 0.460 -2.502 -1.972
H: -0.029 -2.951 -4.342
H: 0.170 -1.144 -6.016
H: 0.887 1.115 -5.304
H: 1.373 1.571 -2.933

Summary:
ΔE to the lowest compared entry with this formula, charge and spin ... 0.00 kcal/mol
2S+1 ... 1
E_LUMO ... -0.348 Eh
HOMO-LUMO gap ... 5.9 eV
Charge ... +3
Max |F| ... 0.9 eV Å⁻¹

Atom charges from the Löwdin analysis, given in e for atoms 1 to 8: atom 1 (Zr): 1.42, atom 2 (C): -0.47, atom 3 (C): -0.47, atom 4 (S): 0.86, atom 5 (C): -0.47, atom 6 (C): -0.48, atom 7 (S): 0.87, atom 8 (C): -0.46


Formula: C32H36N8O2Ru
Source: the OMol25 dataset
Level of theory: the ωB97M-V functional and the def2-TZVPD basis

Geometry (Å):
Ru: -0.582 0.584 0.521
C: -3.604 0.226 0.050
N: -2.942 1.076 1.061
C: -3.493 0.711 2.386
C: -2.625 0.984 3.607
C: -1.376 0.115 3.713
N: -0.295 0.567 2.841
C: 0.750 1.050 3.414
C: 1.938 1.581 2.797
C: 2.842 2.264 3.631
C: 4.001 2.810 3.136
C: 4.289 2.662 1.775
C: 3.439 1.979 0.936
C: 2.246 1.419 1.424
O: 1.468 0.749 0.610
C: -3.268 2.476 0.689
C: -2.685 3.602 1.533
C: -1.150 3.623 1.624
N: -0.568 2.907 0.505
C: 0.074 3.545 -0.398
C: 0.600 2.992 -1.628
C: 1.467 3.804 -2.376
C: 1.980 3.389 -3.582
C: 1.600 2.141 -4.083
C: 0.731 1.331 -3.384
C: 0.221 1.728 -2.140
O: -0.611 0.926 -1.496
H: -4.691 0.357 0.082
H: -3.370 -0.821 0.238
H: -3.250 0.501 -0.943
H: -3.692 -0.363 2.365
H: -4.466 1.205 2.505
H: -3.250 0.765 4.476
H: -2.348 2.034 3.693
H: -1.633 -0.916 3.447
H: -1.031 0.104 4.752
H: 0.756 1.093 4.509
H: 2.605 2.360 4.685
H: 4.682 3.339 3.786
H: 5.202 3.086 1.374
H: 3.661 1.851 -0.116
H: -4.362 2.578 0.688
H: -2.932 2.604 -0.340
H: -3.121 3.617 2.533
H: -3.024 4.521 1.049
H: -0.817 3.132 2.539
H: -0.789 4.656 1.660
H: 0.242 4.619 -0.260
H: 1.734 4.777 -1.981
H: 2.655 4.022 -4.140
H: 1.986 1.805 -5.036
H: 0.429 0.368 -3.773
C: -1.559 -2.175 -1.862
C: -1.031 -2.551 -0.525
N: -0.741 -1.725 0.469
C: -0.223 -2.492 1.495
C: -0.197 -3.788 1.111
N: -0.720 -3.818 -0.165
C: -0.849 -5.018 -0.985
N: -0.138 -4.898 -2.219
N: -0.826 -4.915 -3.394
N: -0.026 -4.686 -4.355
C: 1.241 -4.489 -3.839
C: 2.449 -4.199 -4.479
C: 3.556 -4.039 -3.679
C: 3.478 -4.163 -2.276
C: 2.296 -4.453 -1.631
C: 1.178 -4.617 -2.452
H: -1.812 -1.120 -1.873
H: -2.429 -2.774 -2.132
H: -0.800 -2.337 -2.630
H: 0.123 -2.049 2.412
H: 0.135 -4.680 1.613
H: -1.889 -5.208 -1.243
H: -0.468 -5.847 -0.390
H: 2.497 -4.109 -5.555
H: 4.514 -3.815 -4.128
H: 4.377 -4.026 -1.691
H: 2.247 -4.542 -0.555

Summary:
2S+1 ... 6
E_LUMO (spin up / spin down) ... -0.083 / -0.140 Eh
Expectation value of S² ... 8.76
HOMO-LUMO gap (spin up / spin down) ... 8.0 / 6.8 eV
Charge ... +1
Max |F| ... 0.2 eV Å⁻¹

Atom charges from the Löwdin analysis, given in e for atoms 1 to 8: atom 1 (Ru): 1.61, atom 2 (C): -0.10, atom 3 (N): -0.27, atom 4 (C): -0.18, atom 5 (C): -0.16, atom 6 (C): -0.22, atom 7 (N): -0.07, atom 8 (C): -0.10


Formula: C32H36NO4
Source: the OMol25 dataset
Level of theory: the ωB97M-V functional and the def2-TZVPD basis

Geometry (Å):
C: 2.122 1.557 4.343
O: 1.618 0.431 3.610
C: 0.864 -0.419 4.331
O: 0.676 -0.299 5.529
C: 0.289 -1.512 3.463
C: 1.124 -2.805 3.629
C: 0.138 -3.916 3.957
C: -1.258 -3.291 3.913
N: -1.062 -1.847 3.825
C: -2.125 -0.986 3.655
C: -2.237 0.288 4.162
C: -3.565 0.803 4.619
C: -4.816 0.188 3.947
C: -4.443 -0.615 2.704
C: -3.365 -1.638 3.069
H: 2.913 1.954 3.706
H: 1.298 2.276 4.455
H: 2.498 1.264 5.332
H: 0.349 -1.153 2.422
H: 1.647 -2.991 2.689
H: 1.870 -2.690 4.423
H: 0.212 -4.726 3.228
H: 0.319 -4.330 4.950
H: -1.777 -3.672 3.021
H: -1.871 -3.568 4.785
H: -1.363 0.867 4.487
H: -3.664 0.623 5.707
H: -3.611 1.894 4.500
H: -5.314 -0.470 4.674
H: -5.526 0.982 3.693
H: -5.314 -1.138 2.296
H: -4.084 0.071 1.924
H: -3.107 -2.229 2.176
H: -3.783 -2.348 3.807
C: 2.942 7.895 5.956
O: 3.714 6.977 5.143
C: 3.053 6.204 4.244
C: 3.841 5.323 3.456
C: 3.226 4.432 2.611
C: 1.801 4.411 2.432
C: 1.213 3.467 1.531
C: 0.285 3.790 0.511
C: -0.105 2.794 -0.442
C: -1.076 3.047 -1.387
C: -1.644 4.336 -1.484
O: -2.720 4.474 -2.342
C: -2.861 5.599 -3.169
C: -2.706 5.369 -4.538
C: -2.592 6.465 -5.393
C: -2.720 7.770 -4.898
C: -3.042 7.963 -3.549
C: -3.129 6.876 -2.665
C: -1.178 5.385 -0.681
C: -0.242 5.108 0.311
C: 1.046 5.376 3.160
C: 1.646 6.212 4.086
H: 3.669 8.341 6.636
H: 2.483 8.677 5.328
H: 2.158 7.374 6.532
H: 4.927 5.343 3.582
H: 3.831 3.737 2.023
H: 1.679 2.477 1.445
H: 0.388 1.822 -0.407
H: -1.432 2.274 -2.071
H: -2.594 4.339 -4.879
H: -2.374 6.282 -6.442
H: -2.591 8.621 -5.574
H: -3.198 8.971 -3.160
H: -3.365 7.020 -1.606
H: -1.562 6.401 -0.818
H: 0.101 5.933 0.936
H: -0.036 5.456 3.012
H: 1.037 6.873 4.711

Summary:
ΔE to the lowest compared entry with this formula, charge and spin ... 73.72 kcal/mol
2S+1 ... 1
E_LUMO ... -0.197 Eh
HOMO-LUMO gap ... 3.7 eV
Charge ... +1
Max |F| ... 2.2 eV Å⁻¹

Atom charges from the Löwdin analysis, given in e for atoms 1 to 8: atom 1 (C): -0.04, atom 2 (O): -0.05, atom 3 (C): -0.47, atom 4 (O): 0.12, atom 5 (C): -0.20, atom 6 (C): -0.10, atom 7 (C): -0.14, atom 8 (C): -0.15


What did the first record say?
Formula: C32H36N2O4
Source: the OMol25 dataset
Level of theory: the ωB97M-V functional and the def2-TZVPD basis

Geometry (Å):
C: -3.522 -6.745 -3.496
N: -2.187 -6.195 -3.339
C: -1.354 -6.447 -4.503
C: -1.956 -5.097 -2.508
C: -1.828 -5.269 -1.102
C: -1.553 -4.183 -0.297
C: -1.471 -2.869 -0.835
C: -1.293 -1.754 0.031
C: -1.020 -0.467 -0.396
C: -1.036 0.585 0.520
C: -1.236 1.951 0.144
C: -1.582 2.926 1.110
C: -1.963 4.196 0.738
C: -2.041 4.537 -0.638
N: -2.541 5.783 -1.041
C: -1.649 6.927 -1.126
C: -3.638 5.874 -1.997
C: -1.593 3.606 -1.602
C: -1.139 2.360 -1.206
C: -1.631 -2.711 -2.236
C: -1.851 -3.800 -3.056
H: -4.115 -6.595 -2.587
H: -4.039 -6.281 -4.355
H: -3.429 -7.817 -3.710
H: -0.306 -6.192 -4.296
H: -1.440 -7.518 -4.731
H: -1.705 -5.871 -5.375
H: -1.914 -6.276 -0.690
H: -1.407 -4.316 0.776
H: -1.414 -1.918 1.105
H: -0.778 -0.285 -1.447
H: -1.255 0.331 1.559
H: -1.553 2.645 2.160
H: -2.285 4.931 1.477
H: -0.870 6.856 -0.358
H: -1.176 6.985 -2.122
H: -2.249 7.832 -0.972
H: -4.372 5.082 -1.807
H: -4.116 6.853 -1.859
H: -3.277 5.799 -3.037
H: -1.621 3.875 -2.661
H: -0.732 1.671 -1.946
H: -1.613 -1.708 -2.656
H: -1.979 -3.665 -4.131
C: 3.068 -1.382 3.140
C: 1.672 -1.669 2.615
C: 1.155 -3.060 2.985
O: 0.709 -0.737 3.157
C: 0.778 0.564 2.716
O: 0.210 1.433 3.356
C: 1.418 0.790 1.442
C: 1.899 2.130 1.100
C: 3.303 2.298 1.687
C: 4.412 1.912 0.940
C: 5.684 1.948 1.518
C: 5.832 2.351 2.851
C: 4.708 2.712 3.603
C: 3.440 2.692 3.017
C: 1.907 -0.323 0.665
O: 2.448 -0.205 -0.421
O: 1.640 -1.582 1.176
H: 3.407 -0.371 2.871
H: 3.061 -1.488 4.233
H: 3.757 -2.122 2.712
H: 0.119 -3.159 2.646
H: 1.771 -3.823 2.497
H: 1.190 -3.178 4.074
H: 1.923 2.223 0.005
H: 1.221 2.879 1.527
H: 4.263 1.549 -0.078
H: 6.550 1.659 0.922
H: 6.824 2.365 3.308
H: 4.810 3.014 4.647
H: 2.544 2.947 3.589

Summary:
ΔE to the lowest compared entry with this formula, charge and spin ... 0.00 kcal/mol
2S+1 ... 1
E_LUMO ... -0.062 Eh
HOMO-LUMO gap ... 5.5 eV
Charge ... 0
Max |F| ... 1.9 eV Å⁻¹

Atom charges from the Löwdin analysis, given in e for atoms 1 to 8: atom 1 (C): -0.08, atom 2 (N): -0.25, atom 3 (C): -0.08, atom 4 (C): -0.24, atom 5 (C): 0.00, atom 6 (C): -0.02, atom 7 (C): -0.21, atom 8 (C): 0.01